Run w
This record from the Open Molecules 2025 dataset describes a 3-piece molecular cluster, C2H8IN2 overall. The level of theory is ωB97M-V with the def2-TZVPD basis set.

Properties
HOMO = -14.056 eV
Lowest unoccupied orbital energy = -5.5 eV
Orbital gap = 8.52 eV
Total charge = +1

```
13
Properties=species:S:1:pos:R:3:nbo_charge:R:1
C -1.169 -0.441 0.025 -0.33
C 0.247 -0.866 -0.441 0.29
N 1.249 -1.306 0.334 -0.69
N -1.979 0.307 -0.898 -0.80
I 0.655 -0.854 -2.499 0.39
H -1.807 -1.237 0.436 0.28
H -0.874 0.049 0.948 0.21
H 1.883 1.219 -0.056 -0.07
H 1.254 -1.145 1.382 0.45
H 2.114 -1.323 -0.154 0.44
H 1.921 1.834 0.522 0.06
H -2.674 0.740 -0.387 0.39
H -1.403 0.977 -1.452 0.38
```

=====

Run x
This record from the Open Molecules 2025 dataset describes a 2-piece molecular cluster, C2H8IN2 overall. The level of theory is ωB97M-V with the def2-TZVPD basis set.

Properties
HOMO = -13.790 eV
Lowest unoccupied orbital energy = -4.8 eV
Orbital gap = 9.02 eV
Total charge = +1

```
13
Properties=species:S:1:pos:R:3:nbo_charge:R:1
C -1.570 0.115 0.431 0.29
C -0.411 -0.781 0.347 -0.68
N 2.609 0.440 0.036 -1.09
N -2.444 0.299 -0.464 -0.62
I -0.206 -1.831 -1.556 0.20
H -0.185 -1.505 1.246 0.32
H -1.520 0.913 1.181 0.24
H 0.409 -0.085 0.523 0.34
H 3.054 0.059 -0.711 0.36
H 2.745 1.523 -0.133 0.37
H 3.156 0.289 0.883 0.37
H -3.070 1.097 -0.633 0.46
H -2.568 -0.533 -1.150 0.44
```

=====

Which structure wins on stability? run x wins.

=====

Run w
This record from the Open Molecules 2025 dataset describes an isolated ion of composition C11H16NOS and charge +1. The level of theory is ωB97M-V with the def2-TZVPD basis set.

Properties
HOMO = -11.469 eV
Lowest unoccupied orbital energy = -4.8 eV
Orbital gap = 6.67 eV
Total charge = +1

```
30
Properties=species:S:1:pos:R:3:nbo_charge:R:1
C -2.335 1.872 -0.130 -0.04
C -1.168 2.171 0.515 -0.33
C -2.431 0.731 -0.991 -0.32
C -0.158 1.204 0.711 -0.07
C -1.195 -0.221 -0.973 -0.26
C -0.222 -0.066 0.154 -0.14
C -1.458 0.726 -2.174 0.17
C 2.259 -0.254 1.997 -0.43
C 1.708 -2.607 2.192 -0.41
C -2.947 1.043 -4.496 -0.74
C 0.391 -1.226 0.763 0.24
N 1.392 -1.332 1.593 -0.27
O -0.684 1.800 -2.488 -0.68
S -1.973 -0.204 -3.616 0.26
H -3.201 2.504 -0.012 0.24
H -1.088 3.096 1.066 0.24
H -3.414 0.311 -1.166 0.26
H 0.565 1.448 1.471 0.22
H -1.428 -1.252 -1.216 0.25
H 1.837 0.289 2.846 0.23
H 3.217 -0.666 2.310 0.24
H 2.431 0.433 1.170 0.24
H 1.682 -2.514 3.280 0.23
H 0.997 -3.373 1.891 0.23
H 2.711 -2.922 1.900 0.23
H -3.794 1.338 -3.884 0.22
H -3.295 0.565 -5.406 0.25
H -2.312 1.890 -4.731 0.24
H -0.071 -2.163 0.469 0.22
H -0.620 2.426 -1.752 0.49
```

=====

Run x
This record from the Open Molecules 2025 dataset describes a 2-piece molecular cluster, C11H16NOS overall. The level of theory is ωB97M-V with the def2-TZVPD basis set.

Properties
HOMO = -12.477 eV
Lowest unoccupied orbital energy = -3.8 eV
Orbital gap = 8.71 eV
Total charge = +1

```
30
Properties=species:S:1:pos:R:3:nbo_charge:R:1
C 3.430 -1.509 0.303 -0.17
C 2.532 -1.489 1.381 -0.20
C 3.070 -0.933 -0.902 -0.20
C 1.379 -0.855 1.283 -0.25
C 1.877 -0.371 -1.101 -0.23
C 1.060 -0.279 0.037 -0.21
C 0.085 3.041 0.697 -0.07
C -0.008 2.101 -0.255 -0.46
C 0.772 4.408 0.609 -0.65
C -2.102 -2.343 0.810 0.08
C -1.692 -3.057 -1.470 -0.45
N -1.871 -2.161 -0.414 -0.38
O -1.470 0.155 -1.056 -0.97
S -0.628 0.494 0.126 1.23
H 4.279 -2.243 0.344 0.24
H 2.891 -1.766 2.402 0.23
H 3.823 -0.845 -1.652 0.23
H 0.724 -0.778 2.093 0.22
H 1.628 0.131 -2.007 0.24
H -0.321 2.795 1.712 0.21
H 0.432 2.153 -1.165 0.22
H 1.580 4.196 1.226 0.23
H 0.216 5.210 1.209 0.24
H 1.094 4.751 -0.329 0.23
H -2.299 -1.475 1.375 0.22
H -1.990 -1.109 -0.680 0.46
H -2.106 -3.321 1.096 0.20
H -0.781 -2.795 -1.853 0.25
H -2.028 -4.046 -1.122 0.23
H -2.347 -2.846 -2.389 0.26
```

=====

Which structure wins on stability? run w wins.

=====

Run w
This record from the Open Molecules 2025 dataset describes a 2-piece molecular cluster, C9H9NO2S overall. The level of theory is ωB97M-V with the def2-TZVPD basis set.

Properties
HOMO = -8.173 eV
Lowest unoccupied orbital energy = 0.2 eV
Orbital gap = 8.33 eV
Total charge = 0

```
22
Properties=species:S:1:pos:R:3:nbo_charge:R:1
C -0.144 -3.899 1.974 -0.25
C -0.433 -2.600 1.638 -0.35
C 0.566 -4.496 0.987 -0.42
C 0.048 -2.298 0.434 -0.13
C -0.159 1.983 -0.328 0.04
C 0.262 1.535 -1.527 0.28
C 0.060 -0.241 -0.246 0.50
C -0.540 3.140 0.449 -0.69
C 0.492 2.292 -2.761 -0.66
N -0.230 0.787 0.487 0.01
O -0.650 0.850 1.679 -0.60
O 0.414 0.173 -1.492 -0.44
S 0.929 -3.501 -0.357 0.48
H -0.487 -4.204 2.962 0.24
H -0.903 -1.753 2.218 0.28
H 1.240 -5.308 1.059 0.23
H -0.853 2.765 1.492 0.30
H 0.288 3.773 0.508 0.23
H -1.531 3.672 0.129 0.23
H 1.519 2.098 -3.257 0.23
H -0.231 1.847 -3.432 0.23
H 0.344 3.386 -2.615 0.24
```

=====

Run x
This record from the Open Molecules 2025 dataset describes an isolated molecule of C9H9NO2S. The level of theory is ωB97M-V with the def2-TZVPD basis set.

Properties
HOMO (spin up / spin down) = -6.986 / -9.144 eV
Lowest unoccupied orbital energy (spin up / spin down) = -1.3 / -0.5 eV
Orbital gap (spin up / spin down) = 5.64 / 8.63 eV
Total charge = 0

```
22
Properties=species:S:1:pos:R:3:nbo_charge:R:1
C -1.753 -2.053 -3.120 -0.26
C -2.046 -1.354 -1.924 -0.19
C -0.585 -2.653 -3.124 -0.37
C -0.997 -1.460 -1.030 -0.32
C 0.319 1.830 -0.184 0.23
C 0.827 0.027 1.708 -0.04
C 1.695 2.506 1.574 -0.09
C -0.854 -0.687 0.135 0.19
C 1.242 1.220 0.792 -0.42
N 0.067 3.052 -0.044 -0.18
O 0.150 -0.998 0.962 -0.51
O 0.937 3.572 0.967 -0.40
S 0.278 -2.456 -1.622 0.43
H -2.260 -2.147 -4.050 0.23
H -2.888 -0.700 -1.775 0.23
H -0.273 -3.159 -4.012 0.24
H 1.696 -0.345 2.150 0.20
H 0.059 0.256 2.510 0.18
H 1.365 2.504 2.588 0.19
H 2.777 2.919 1.341 0.20
H -1.691 0.109 0.478 0.21
H 2.288 0.935 0.404 0.24
```

=====

Which structure wins on stability? run w wins.

=====

Run w
This record from the Open Molecules 2025 dataset describes an isolated molecule of C19H27N5O3S. The level of theory is ωB97M-V with the def2-TZVPD basis set.

Properties
HOMO = -8.802 eV
Lowest unoccupied orbital energy = 0.3 eV
Orbital gap = 9.08 eV
Total charge = 0

```
55
Properties=species:S:1:pos:R:3:nbo_charge:R:1
C -3.899 -1.046 3.566 -0.60
H -4.691 -1.324 2.874 0.20
C -2.576 -0.892 2.830 -0.40
C -2.159 -2.208 2.158 -0.44
C -0.896 -2.003 1.395 0.50
N -0.977 -1.237 0.316 -0.53
C 0.132 -0.979 -0.355 0.16
C 1.360 -1.543 0.032 -0.32
C 1.332 -2.344 1.178 0.47
N 0.212 -2.563 1.863 -0.53
N 2.488 -2.918 1.616 -0.42
C 3.698 -2.735 0.971 0.80
O 4.718 -3.248 1.369 -0.61
N 3.692 -1.934 -0.157 -0.45
C 2.580 -1.306 -0.698 0.67
O 2.640 -0.618 -1.701 -0.59
C 4.974 -1.760 -0.817 -0.42
H 5.681 -1.292 -0.132 0.22
H 5.369 -2.730 -1.118 0.22
H 4.811 -1.128 -1.686 0.24
C 2.447 -3.747 2.804 -0.41
H 3.461 -4.084 3.011 0.25
H 1.791 -4.600 2.633 0.21
H 2.058 -3.168 3.639 0.22
S 0.076 0.061 -1.735 0.37
C -1.673 0.602 -1.639 -0.65
C -1.852 1.729 -0.635 0.68
O -2.447 1.539 0.410 -0.64
N -1.312 2.927 -0.940 -0.45
C -0.678 3.280 -2.190 -0.21
H -0.197 2.405 -2.628 0.21
C -1.652 3.897 -3.199 -0.40
H -2.362 3.138 -3.534 0.19
H -1.074 4.217 -4.068 0.21
C -2.435 5.086 -2.640 -0.41
C -3.449 4.675 -1.567 -0.40
C -2.903 4.670 -0.137 -0.41
H -3.614 4.134 0.492 0.22
C -1.521 4.012 -0.001 -0.22
H -0.731 4.747 -0.163 0.19
H -1.419 3.606 1.008 0.23
H -2.828 5.693 0.235 0.20
H -3.831 3.681 -1.807 0.20
H -4.299 5.360 -1.593 0.21
H -2.971 5.550 -3.471 0.21
H -1.747 5.832 -2.239 0.19
H 0.110 4.005 -1.965 0.20
H -2.254 -0.252 -1.295 0.28
H -1.961 0.891 -2.647 0.24
H -2.945 -2.512 1.465 0.22
H -2.003 -2.988 2.904 0.22
H -2.662 -0.118 2.066 0.25
H -1.797 -0.591 3.534 0.19
H -4.175 -0.109 4.042 0.21
H -3.828 -1.815 4.334 0.20
```

=====

Run x
This record from the Open Molecules 2025 dataset describes an isolated molecule of C19H27N5O3S. The level of theory is ωB97M-V with the def2-TZVPD basis set.

Properties
HOMO = -8.782 eV
Lowest unoccupied orbital energy = 0.4 eV
Orbital gap = 9.18 eV
Total charge = 0

```
55
Properties=species:S:1:pos:R:3:nbo_charge:R:1
C -2.059 -4.223 -0.059 -0.60
C -1.007 -3.143 -0.273 -0.38
H -0.313 -3.453 -1.055 0.20
H -1.482 -2.216 -0.596 0.21
C -0.215 -2.864 1.012 -0.44
C 0.685 -1.697 0.777 0.49
N 0.135 -0.499 0.906 -0.55
C 0.881 0.563 0.624 0.17
C 2.232 0.416 0.267 -0.32
C 2.709 -0.893 0.166 0.48
N 1.934 -1.949 0.413 -0.54
N 4.004 -1.105 -0.198 -0.42
C 4.872 -0.065 -0.487 0.80
O 6.019 -0.265 -0.817 -0.61
N 4.370 1.218 -0.376 -0.45
C 3.078 1.553 0.002 0.68
O 2.705 2.706 0.107 -0.59
C 5.301 2.291 -0.681 -0.42
H 6.157 2.241 -0.008 0.21
H 4.769 3.230 -0.553 0.24
H 5.657 2.190 -1.706 0.22
C 4.487 -2.467 -0.302 -0.41
H 4.407 -2.958 0.667 0.21
H 3.881 -3.014 -1.023 0.22
H 5.525 -2.429 -0.625 0.25
S 0.180 2.134 0.696 0.42
C -1.534 1.608 1.023 -0.66
C -2.059 0.805 -0.164 0.70
O -1.451 0.748 -1.214 -0.64
N -3.229 0.158 0.027 -0.44
C -4.108 0.263 1.167 -0.21
H -3.614 0.771 1.993 0.21
C -5.389 1.008 0.780 -0.41
H -6.050 1.065 1.646 0.21
C -6.091 0.297 -0.379 -0.22
C -7.345 1.053 -0.807 -0.60
H -7.843 0.533 -1.622 0.21
H -8.042 1.139 0.023 0.21
H -7.089 2.054 -1.146 0.20
C -5.106 0.157 -1.541 -0.41
C -3.834 -0.554 -1.083 -0.23
H -3.102 -0.593 -1.891 0.25
H -4.070 -1.574 -0.758 0.19
H -5.561 -0.407 -2.356 0.21
H -4.844 1.147 -1.918 0.21
H -6.383 -0.706 -0.045 0.19
H -5.134 2.026 0.478 0.20
H -4.365 -0.753 1.493 0.19
H -1.528 1.016 1.935 0.25
H -2.109 2.524 1.158 0.24
H 0.380 -3.736 1.282 0.22
H -0.909 -2.621 1.817 0.22
H -2.605 -4.407 -0.982 0.21
H -2.769 -3.920 0.708 0.20
H -1.594 -5.154 0.256 0.20
```

=====

Which structure wins on stability? run x wins.